Density functional theory data (the ωB97M-V functional and the def2-TZVPD basis) for a 2-piece molecular cluster, C3H5O2S2 overall in a non-equilibrium geometry.

Computed properties:
molar mass: 137.2 g mol⁻¹
LUMO energy: 3.53 eV
E: -28957.636 eV
total charge: -1
ΔE to the lowest compared entry with this formula, charge and spin: 171.3 kJ/mol
HOMO level: -0.1126 Eh
Kohn-Sham gap: 6.60 eV

XYZ file:
```
12
Properties=species:S:1:pos:R:3:forces:R:3
C -1.0660 1.3960 -0.5439 1.3 -1.0 -1.7
C 0.3461 -0.6859 1.7304 0.2 1.1 -1.1
C -0.1326 -0.6334 -1.0136 -0.1 0.1 0.5
O -0.2738 2.1515 -0.0925 0.4 0.1 0.9
O -2.0404 1.2071 -1.1751 -1.7 0.1 0.1
S 1.3202 -0.3311 -2.0433 0.4 0.1 0.5
S 0.0685 -1.8339 0.3594 0.3 -0.2 -0.7
H 1.1237 0.0581 1.5390 0.0 -0.1 -0.6
H 0.6199 -1.0433 2.6933 -0.1 -1.2 0.7
H -0.5849 -0.1674 1.7543 -0.6 0.7 0.6
H -0.8042 -0.9298 -1.8116 -0.9 -0.6 0.8
H 1.4235 0.8121 -1.3963 0.9 0.8 -0.2
```
Positions in Å, forces in eV/Å.